Entry 1:
Entry from OMol25: a molecular structure, C54H77Br2F3MoN2OP2Si4Te (ωB97M-V/def2-TZVPD).

```
147
Properties=species:S:1:pos:R:3
Te 0.74513 -0.95483 1.35698
Mo -1.01545 0.67361 0.11905
Br -7.33749 -2.90128 -1.59299
Br -5.76279 2.20017 0.25973
P 1.06227 1.94805 -0.62746
P -1.51333 1.17786 2.64688
Si 4.18249 -1.89250 2.55652
Si 1.63886 -4.57640 2.06718
Si 3.61983 -3.45180 -0.94188
Si 2.58159 -2.66402 1.02450
F -1.36699 -1.74690 -9.21357
F -2.44208 0.12365 -9.41652
F -0.28177 0.11637 -9.39768
O -3.01725 0.88353 0.14680
N -2.28796 -1.50302 -0.62778
N -1.32583 2.75932 0.13964
C 1.10375 3.93433 1.42811
C -0.96546 -1.14384 -5.15025
C -1.38069 -0.29067 -7.35180
C -3.27554 5.33248 1.97468
C 0.48117 3.55557 -2.95004
C -0.21731 2.82911 4.63151
C -4.15305 -3.40435 -1.50062
C -3.72579 -0.55531 2.70760
C 2.50909 -3.80428 -2.40787
C -1.25624 0.29126 -3.17978
C -2.59809 0.00506 3.56909
C -6.29460 -0.44682 -0.67804
C 0.28297 -4.08511 3.26110
C -3.62593 4.67587 3.14851
C -3.62502 -1.22898 -0.64828
C -2.34423 2.75842 2.35156
C -5.96231 -1.71339 -1.05604
C -1.70937 1.12876 -5.44447
C 2.93786 3.98825 -0.22323
C -0.99283 -1.33165 -6.52318
C -1.37136 -0.45546 -8.84154
C 1.98272 3.06162 0.53999
C -3.96734 0.09380 -0.26090
C -1.70967 4.46338 -3.16942
C 2.95007 -5.51356 3.03762
C -1.13763 0.46603 -1.98228
C -3.11231 3.39964 3.32018
C -2.81589 -3.63993 -1.54820
C 4.37003 -5.09113 -0.40709
C 3.59890 0.76628 -0.77363
C -1.10235 3.34921 -1.12614
C 0.15006 0.35506 4.81273
C 4.79469 -0.15118 2.24822
C 2.03533 0.15473 -2.61105
C -4.60962 -2.13982 -1.06804
C -0.43323 -2.90404 -1.33905
C -2.07877 3.39556 1.11731
C -0.10510 4.75158 -5.09683
C 3.39573 -1.89648 4.26000
C -1.74042 0.93901 -6.81320
C 5.67184 -3.03803 2.53471
C -1.88933 -2.64901 -1.12973
C -0.44424 4.26105 -3.71382
C -2.51653 4.72464 0.99184
C -3.15706 0.47797 4.91804
C -0.11486 1.51802 3.85068
C 0.93795 -5.80394 0.80959
C -1.31964 0.08714 -4.59416
C -5.29257 0.45957 -0.28586
C 5.03391 -2.36628 -1.52607
C -4.48717 5.32098 4.20181
C -2.04993 4.01138 -1.90191
C 0.15819 3.10803 -1.68104
C 2.44601 1.26526 -1.64835
H 5.57467 -1.89167 -0.70290
H -1.89905 -0.81557 3.75377
H -1.01067 2.79177 5.38166
H -5.43037 4.78492 4.32861
H 4.10366 1.54972 -0.21272
H 1.85071 -0.76318 -2.04718
H 0.87610 4.39419 -5.41085
H -4.36637 0.24005 2.32216
H -2.46454 4.97087 -3.76255
H -0.62048 0.27679 5.58203
H 2.85379 -0.03386 -3.31100
H 0.34942 3.37480 1.96360
H 2.43550 -1.37335 4.23383
H 3.61160 -5.80497 -0.07623
H 5.39951 -4.07226 2.75587
H -0.11839 -4.98646 3.73625
H -0.53288 -3.56760 2.75054
H 2.36624 4.69813 -0.82365
H 3.24186 0.01611 -0.06576
H 3.63299 3.47319 -0.88313
H -4.34296 -1.22335 3.31443
H 0.02941 -3.31308 -0.44029
H 0.07866 -1.97744 -1.58853
H -1.98322 2.08168 -5.00972
H -0.71594 -2.28743 -6.94761
H 0.75613 1.57493 3.19439
H -0.83605 4.40533 -5.83172
H 6.17130 -3.01973 1.56133
H -0.30029 -3.62363 -2.14833
H -3.98834 5.33765 5.17339
H 1.48634 -6.74808 0.87340
H -0.41068 3.69056 3.99421
H -0.11121 -6.01347 1.03753
H 2.55804 2.38394 1.17664
H 2.48955 -6.41372 3.45898
H 0.65978 -3.42128 4.04479
H 1.13510 0.38586 -3.17519
H 1.45336 3.33294 -3.37903
H 0.72421 3.00053 5.16082
H 0.22257 -0.60085 4.29581
H 3.36381 -4.93325 3.86477
H -3.60165 6.35619 1.81936
H -2.25733 5.29587 0.11412
H 2.79965 2.11649 -2.23618
H 1.96214 -2.92677 -2.75513
H 5.09884 -4.96598 0.39849
H 4.34545 0.28887 -1.40957
H -3.30431 2.89440 4.25699
H 0.58698 4.69507 0.83870
H 3.52917 4.56019 0.49554
H -3.06113 4.13370 -1.53757
H 5.50068 0.08124 3.05237
H 5.31519 -0.03448 1.29556
H 1.78846 -4.59541 -2.18938
H 4.89078 -5.53097 -1.26448
H -0.09273 5.84275 -5.14306
H 4.04401 -1.37192 4.96901
H 3.98129 0.57801 2.29035
H 1.10187 0.53064 5.32141
H 6.39872 -2.71444 3.28664
H -3.31708 -0.38835 5.56420
H -4.86432 -4.15230 -1.82454
H -2.43290 -4.57994 -1.92471
H 3.77665 -5.83503 2.39892
H 5.74267 -2.99021 -2.08042
H 3.22034 -2.90348 4.64523
H -4.12676 0.95907 4.77738
H 4.68387 -1.58407 -2.20113
H 1.73760 4.44687 2.15770
H -2.51022 1.17262 5.45185
H -3.33743 -1.12895 1.86674
H -7.32712 -0.12645 -0.67832
H -4.72725 6.35057 3.93520
H 3.14481 -4.15178 -3.22940
H -0.66411 -1.94995 -4.49299
H 0.98993 -5.46535 -0.22550
H -2.04564 1.74597 -7.46817
```

Output
⟨S²⟩	2.03
total charge	0
2S+1	3
energy above the lowest of the compared OMol25 structures with the same formula, charge and spin	13.1	kcal per mole
orbital gap (alpha / beta)	0.2345 / 0.2305	Ha

Results of the Mulliken charge analysis, in e, for atoms 1 through 5:
1. Te 0.630
2. Mo -4.577
3. Br -0.239
4. Br -0.170
5. P 2.947

---

Entry 2:
Entry from OMol25: 4 unconnected molecules or ions with the total composition C12H25FINO6S (ωB97M-V/def2-TZVPD).

```
47
Properties=species:S:1:pos:R:3
I -5.71568 1.52481 -2.43359
S 0.23770 1.85157 -1.12240
F 1.09426 1.17622 -2.22624
O -0.36238 0.81925 -0.36177
O 4.87208 -0.34475 2.94845
O 0.74186 -3.65669 2.60224
O -4.08670 -2.46471 -3.31532
O -0.29976 3.62102 -2.72793
O 1.04810 2.83794 -0.51668
N -0.93509 2.48949 -2.12492
C -3.01827 -4.54083 -2.86037
C 5.14941 0.77814 2.59881
C -2.13164 2.92856 -1.36783
C 6.34847 1.50853 3.15363
C -2.71893 -2.47147 -1.36978
C 4.31268 1.52364 1.58529
C -3.35282 -3.09305 -2.59123
C 1.04788 -2.53634 2.26628
C 0.24052 -1.75969 1.25223
C 2.25419 -1.82067 2.81806
C -4.50341 2.24391 -0.83455
C -3.04962 1.77921 -0.95097
H -1.63139 -2.51132 -1.44923
H -3.32892 -5.16015 -2.01742
H 3.48092 0.90267 1.26088
H 6.03121 2.42738 3.64938
H 7.03115 1.77456 2.34502
H 4.92115 1.79074 0.71984
H -2.92217 0.94290 -1.63504
H -3.01611 -3.01799 -0.47295
H -0.60322 -2.35686 0.91421
H -4.95311 1.83941 0.06593
H -3.53008 -4.87194 -3.76052
H -3.03475 -1.43453 -1.28072
H -2.73380 1.41253 0.02465
H 6.86498 0.87233 3.86793
H -2.69121 3.56703 -2.05621
H 2.77015 -2.45647 3.53282
H -1.94132 -4.65842 -2.99096
H 1.94963 -0.89685 3.31203
H -0.99752 4.01341 -3.27064
H -0.12727 -0.83553 1.69729
H 3.92155 2.44339 2.02288
H 0.86593 -1.50090 0.39757
H -4.58649 3.32660 -0.79141
H -1.85193 3.56120 -0.51931
H 2.93982 -1.56734 2.01264
```

Output
SMILES	O=S(=O)(F)N(O)CCCI.CC(C)=O.CC(C)=O.CC(C)=O
total charge	0
orbital gap	0.3481	Ha

Results of the Mulliken charge analysis, in e, for atoms 1 through 5:
1. I 0.058
2. S 1.073
3. F -0.222
4. O -0.408
5. O -0.501

---

Entry 3:
Entry from OMol25: a molecular structure, C6H8N2O2P (ωB97M-V/def2-TZVPD).

```
19
Properties=species:S:1:pos:R:3
P -0.81021 0.89020 -1.15671
O -1.23731 -2.08935 -1.02781
O -0.99231 1.52196 2.03007
N -1.69663 -0.65611 2.16844
N -0.72271 0.02970 0.29834
C 2.07163 1.13223 -0.65833
C 0.98586 1.01800 -1.70612
C 1.85988 -0.12906 -1.43147
C -1.71159 -1.92428 1.40939
C -1.09879 0.40331 1.54398
C -1.35098 -1.76142 0.12663
H 2.64473 -0.52938 -2.06967
H 2.94873 1.79368 -0.85049
H -1.07887 2.14908 -0.56430
H -2.10337 -2.77379 1.85293
H 1.78315 1.25447 0.41689
H -2.04101 -0.72544 3.12233
H 1.32252 -0.89399 -0.76991
H 1.22726 1.29016 -2.73419
```

Output
total charge	-1
energy above the lowest of the compared OMol25 structures with the same formula, charge and spin	102.3	kcal per mole
orbital gap	0.2603	Ha

Results of the Mulliken charge analysis, in e, for atoms 1 through 5:
1. P -0.264
2. O -0.597
3. O -0.726
4. N -0.024
5. N -0.156

---

Entry 4:
Entry from OMol25: 3 unconnected molecules or ions with the total composition C3H13NO3 (ωB97M-V/def2-TZVPD).

```
20
Properties=species:S:1:pos:R:3
O -1.78370 0.76717 -1.63821
O -1.91180 -0.69721 1.28151
O 1.07819 0.57261 -3.03612
N 0.41429 -0.68353 1.61304
C 0.95435 -0.44641 0.31780
C 1.65558 0.88287 0.21249
C -0.84645 -1.41610 1.80889
H 0.12740 -0.42363 -0.40410
H 0.57467 0.11422 2.23207
H -1.89733 0.67216 -0.69012
H 0.52091 0.24458 -3.74980
H 0.43819 0.76300 -2.33953
H -2.54363 1.22784 -2.00863
H 1.57283 -1.30516 0.01357
H -2.27168 -0.07064 1.92415
H -0.97138 -1.61923 2.86481
H 2.18415 1.00331 -0.73378
H 0.96453 1.72312 0.24478
H 2.50700 0.99978 0.88435
H -0.76617 -2.30876 1.20283
```

Output
⟨S²⟩	0.75
total charge	+1
2S+1	2
energy above the lowest of the compared OMol25 structures with the same formula, charge and spin	29.7	kcal per mole
orbital gap (alpha / beta)	0.3988 / 0.2204	Ha

Results of the Mulliken charge analysis, in e, for atoms 1 through 5:
1. O -0.600
2. O -0.431
3. O -0.612
4. N 0.093
5. C 0.159

---

Entry 5:
Entry from OMol25: a molecular structure, C10H9Cl9 (ωB97M-V/def2-TZVPD).

```
28
Properties=species:S:1:pos:R:3
Cl -1.26895 -1.44808 -2.98432
Cl 1.63360 -2.53490 -2.38408
Cl -2.34719 0.76470 -1.78040
Cl -0.57170 -0.11972 3.22627
Cl 0.86776 -4.25278 -0.12166
Cl 3.12984 -2.31967 0.10960
Cl 2.53516 1.02451 -1.02564
Cl -2.73686 0.45501 1.69299
Cl 0.41177 2.11760 -2.27751
C -0.06176 -0.23498 -0.71223
C 0.52629 -2.87588 -1.02296
C -0.30097 0.73706 0.52161
C -1.39992 -0.62678 -1.48078
C 1.63769 -1.56358 0.86320
C -1.99213 -1.54470 -0.46462
C -1.01129 -0.20397 1.46827
C -0.99121 -1.57277 0.69934
C 0.95587 0.49910 -1.68864
C 0.33033 -1.61697 -0.02873
H 1.46215 -1.95910 1.87937
H -2.97990 -1.14378 -0.28361
H 0.59750 1.12239 1.02003
H -2.21121 -2.52452 -0.80238
H -1.20746 -2.51437 1.26690
H -0.46747 -3.16264 -1.45150
H 1.11410 -0.10894 -2.51778
H -0.88115 1.70135 0.18911
H 1.92656 -0.53115 0.98121
```

Output
total charge	0
orbital gap	0.3857	Ha

Results of the Mulliken charge analysis, in e, for atoms 1 through 5:
1. Cl -0.069
2. Cl -0.066
3. Cl -0.098
4. Cl -0.165
5. Cl -0.108

---

Calculated E (eV), listed in the same order as above: -269755.7407, -48275.4559, -22715.0571, -10945.5141, -123216.2548
Calculated max |F| (eV/Å), listed in the same order as above: 1.0, 0.5, 4.1, 1.6, 3.7